This record from the Open Molecules 2025 dataset describes a 2-piece molecular cluster, C5H7N overall. The level of theory is ωB97M-V/def2-TZVPD.

CARTESIAN COORDINATES (ANGSTROEM)
C (-0.84316, -0.14576, 2.08775)
H (1.41106, -2.15697, -3.45035)
C (0.48211, -1.08025, -1.94071)
H (-1.35619, -0.81566, 1.41774)
C (1.66425, -1.43256, -2.67673)
N (-0.45979, -0.79937, -1.35613)
C (-1.32427, 2.39565, 2.07874)
H (-2.07618, 2.82956, 2.71616)
H (2.08540, -0.53987, -3.13930)
H (-0.10959, -0.58516, 2.74390)
H (-0.79039, 3.07255, 1.43166)
C (-1.07994, 1.12521, 2.08327)
H (2.39669, -1.86736, -1.99600)

Its energy relative to the best compared isomer or geometry (same formula, charge and spin) is 216.6 kJ/mol. As for the net charge: 0. The value obtained for the HOMO-LUMO gap is 0.380 Eh. Its SMILES is C=C=C.CC#N. The value obtained for the largest force on an atom is 0.62 eV Å⁻¹.

natural (NBO) atomic charge list, values in e, 6 entries: -0.496 0.255 0.287 0.236 -0.723 -0.329